Record 1
{"formula": "C4H11NO", "method": "ωB97M-V/def2-TZVPD", "e_lumo_ev": 0.8, "smiles": "CC(N)=O.CC", "total_energy_ev": -7863.6007, "relative_energy_ev": 0.9528, "gap_ev": 10.65, "elements": ["H", "H", "H", "H", "C", "C", "H", "H", "H", "C", "H", "O", "H", "H", "C", "N", "H"], "coordinates": [[-0.3816, -3.6073, -0.4053], [0.7234, 0.4680, 0.5167], [1.7605, 2.6329, 1.1734], [0.6439, -2.7765, -1.2641], [0.0250, -2.5743, -0.4280], [-0.8736, -1.4128, -0.7260], [1.9454, 2.2928, -0.5260], [-1.3991, -1.3064, 1.2461], [-2.0085, -0.0087, 0.3188], [1.2478, 2.4866, 0.2517], [0.9158, 3.4921, 0.1707], [-1.0520, -1.0130, -1.8358], [0.7059, -2.4734, 0.4424], [-0.5146, 1.6304, 1.1040], [0.1782, 1.4191, 0.2761], [-1.4545, -0.8122, 0.3537], [-0.4621, 1.5626, -0.6686]], "forces_ev_per_a": [[-0.84, 0.83, 0.63], [-1.13, 0.58, -0.91], [0.81, -0.81, 0.99], [0.89, 0.67, -1.05], [0.83, -1.61, 0.79], [-0.55, -0.11, 1.34], [0.76, -0.05, -0.63], [-0.04, 0.54, -0.56], [-0.78, 1.02, -0.49], [-0.18, 0.34, 0.34], [-0.96, 0.92, -0.88], [-0.09, 0.58, -1.77], [-0.65, 0.18, -0.32], [0.20, -0.22, -0.04], [-0.22, 1.02, -0.04], [0.75, -2.66, 1.41], [1.20, -1.21, 1.18]]}

***

Record 2
{"formula": "C2H3Cl2N", "method": "ωB97M-V/def2-TZVPD", "e_lumo_ev": 0.8, "smiles": "Cl[C@@H]1CN1Cl", "total_energy_ev": -28653.7191, "relative_energy_ev": 3.2173, "gap_ev": 9.56, "elements": ["C", "N", "H", "Cl", "Cl", "H", "C", "H"], "coordinates": [[-0.6865, 0.2860, 0.5845], [-0.2821, -0.7094, -0.3042], [0.6596, 0.8685, -1.4155], [-1.9244, 1.2968, -0.0759], [0.1410, -2.2842, 0.1849], [-0.6251, 0.2308, 1.6554], [0.8287, 0.3052, -0.5457], [1.8887, 0.0063, -0.0835]], "forces_ev_per_a": [[3.34, 0.55, -2.41], [0.97, 0.60, -1.68], [0.09, 0.61, -0.92], [-0.57, 0.12, 0.35], [0.01, -0.01, 0.42], [0.29, 0.00, 0.19], [-1.43, -2.94, 5.05], [-2.70, 1.06, -1.00]]}

***

Record 3
{"formula": "C25H40N5O2PS", "method": "ωB97M-V/def2-TZVPD", "e_lumo_ev": -3.0, "total_energy_ev": -58241.7983, "gap_ev": 3.13, "elements": ["H", "H", "H", "N", "H", "N", "C", "C", "C", "H", "P", "C", "H", "H", "H", "C", "C", "C", "H", "H", "H", "H", "N", "S", "C", "H", "H", "H", "H", "H", "C", "H", "C", "C", "C", "H", "H", "C", "H", "C", "H", "C", "H", "H", "H", "H", "H", "H", "C", "N", "H", "H", "H", "H", "C", "H", "C", "H", "H", "C", "O", "H", "C", "C", "H", "C", "H", "N", "C", "O", "H", "C", "C", "H"], "coordinates": [[3.7242, -0.7827, -1.1563], [1.5915, -1.2707, 5.7309], [-1.0279, 5.2051, -2.8493], [2.0506, -2.0862, -0.9912], [-1.9429, 0.8323, 6.4078], [-0.2062, -0.2093, 5.8433], [3.7538, -3.2549, 0.3628], [1.3190, -3.8258, 0.5387], [0.2216, -0.5670, -3.9487], [2.4808, -2.1595, 2.4007], [0.9085, -2.6017, -2.1154], [-1.4342, -0.1151, 6.6157], [0.3349, 1.5031, -3.1898], [-0.4852, -2.5333, -4.5118], [-2.7166, 4.8810, -3.4579], [0.5165, 1.3917, 4.1681], [2.1996, -1.6735, 1.4532], [-4.9005, 1.9548, -0.4526], [-1.5616, -1.1838, -5.0066], [2.9948, -1.3353, -3.8897], [-4.9551, 1.6072, 0.5790], [-0.0354, 0.8033, -0.1096], [-3.5342, 2.3969, -0.7023], [-4.3450, 2.8500, -3.2307], [-0.1093, 1.6701, 0.4923], [-1.1460, -0.1385, 7.6708], [-1.0293, 1.1572, -4.2674], [1.7338, 0.5354, -5.0766], [-1.3901, -0.6000, 1.4137], [1.0109, 1.9529, 4.9564], [-3.2687, 2.9535, -1.9413], [4.5017, -2.4507, 0.3407], [-0.1940, 1.1268, 1.8989], [-0.8676, -0.0599, 2.2051], [-1.2078, 2.4004, -0.1319], [-5.1684, 1.1593, -1.1567], [0.7981, 2.2542, 0.3718], [-2.5534, 2.1496, 0.2807], [1.5266, -4.3484, 1.4833], [-1.7649, 4.4520, -3.1413], [2.8705, -0.8118, 1.3225], [2.5457, -0.8719, -2.9875], [3.9308, -3.9447, -0.4727], [0.2969, 0.0820, -5.9991], [0.7506, -1.2779, 7.3181], [3.8998, -3.8003, 1.3068], [2.7590, 0.2026, -3.0199], [-1.5083, -1.7078, -3.3100], [0.9987, -0.2673, -5.2269], [-2.0606, 3.6565, -1.9630], [0.1524, -2.3085, 5.9684], [3.8636, -2.3052, -2.0692], [1.1259, 2.6747, 2.5454], [-2.1337, -0.9451, 6.4225], [-0.4082, 0.7385, -3.4586], [1.3750, -4.5419, -0.2934], [2.3319, -2.7029, 0.3208], [1.5076, -1.1686, -5.5949], [-5.5601, 2.8113, -0.6175], [-0.8821, -0.5135, 3.5198], [-2.9035, 1.7162, 1.3782], [-1.3440, 3.8298, -3.9420], [-0.9179, 3.1515, -1.3061], [3.1584, -1.5127, -1.7458], [1.1651, -1.3244, 1.5714], [0.6192, -1.3430, 6.2317], [-1.0860, 0.5617, -2.6098], [1.1183, -1.1414, -2.9210], [0.5583, 1.7975, 2.8503], [0.2184, 3.3870, -1.7553], [0.2982, -3.4251, 0.5852], [-0.1921, 0.2249, 4.5047], [-0.9032, -1.5635, -4.2130], [-1.4674, -1.3974, 3.7730]], "forces_ev_per_a": [[-0.25, -0.15, 0.02], [-0.15, -0.06, 0.17], [-0.20, -0.12, -0.17], [-0.01, -1.90, -0.75], [0.10, -0.20, 0.01], [0.32, 0.15, 1.33], [0.25, -0.32, 0.04], [0.00, -0.03, -0.02], [-0.58, 0.18, -0.57], [-0.05, 0.09, -0.32], [-0.23, 3.15, 1.45], [0.26, 0.06, -0.35], [-0.22, -0.23, 0.09], [-0.19, 0.05, -0.15], [0.36, 0.13, -0.17], [-0.25, -0.87, 0.41], [-0.22, 0.18, 0.10], [0.02, -0.02, 0.02], [0.20, -0.16, 0.29], [-0.38, 0.42, 0.40], [0.06, 0.08, -0.18], [0.81, -1.39, -1.01], [-0.69, 0.24, -1.46], [0.41, 0.16, 0.31], [0.63, -0.28, 0.83], [-0.25, 0.01, 0.01], [0.22, -0.18, 0.21], [-0.18, -0.26, -0.04], [-0.01, 0.20, 0.22], [0.01, -0.20, -0.07], [0.62, 0.46, 1.44], [-0.18, -0.23, -0.07], [0.40, 0.33, -0.66], [0.13, 0.33, 0.33], [-1.61, 0.97, -0.67], [-0.05, 0.15, 0.19], [0.24, -0.05, 0.00], [1.09, 0.56, -0.02], [-0.10, 0.17, -0.33], [-0.14, 0.06, -0.04], [-0.25, -0.19, -0.08], [0.81, 0.95, -0.17], [0.08, 0.05, 0.20], [0.23, -0.17, 0.27], [0.15, -0.28, -0.17], [-0.07, 0.14, -0.34], [-0.25, -0.16, 0.01], [-0.01, 0.01, -0.12], [0.06, -0.08, -0.37], [-0.79, -0.69, -1.40], [0.12, -0.04, 0.12], [-0.31, 0.42, 0.42], [-0.16, -0.08, 0.13], [-0.04, 0.05, 0.04], [-0.10, 0.28, 0.27], [-0.01, -0.08, 0.29], [0.13, -0.39, 0.64], [-0.08, 0.22, -0.08], [-0.10, -0.26, 0.04], [0.30, 0.64, -0.27], [-0.25, -0.25, -0.10], [-0.11, 0.22, 0.04], [-0.05, -0.91, 1.82], [0.96, 0.51, 0.09], [0.35, 0.06, -0.13], [-0.32, 0.50, -0.41], [0.32, 0.12, -0.08], [-0.26, -2.04, -0.97], [-0.41, 0.09, 0.14], [-0.30, 0.12, -0.13], [0.12, -0.08, 0.04], [-0.29, -0.14, -0.62], [0.08, -0.12, -0.07], [0.26, 0.13, 0.14]]}

***

Record 4
{"formula": "C28H49N12O3SV", "method": "ωB97M-V/def2-TZVPD", "total_charge": 1, "multiplicity": 2, "e_lumo_ev": [-3.1, -3.4], "total_energy_ev": -90370.9131, "relative_energy_ev": 0.0000, "gap_ev": [6.61, 6.53], "elements": ["O", "S", "V", "C", "C", "H", "H", "O", "H", "H", "H", "H", "H", "H", "C", "C", "H", "C", "N", "N", "H", "H", "H", "N", "H", "C", "N", "H", "H", "H", "C", "C", "H", "H", "H", "C", "H", "C", "C", "C", "H", "H", "C", "H", "H", "H", "C", "N", "H", "H", "H", "H", "H", "C", "H", "H", "C", "C", "N", "C", "N", "C", "C", "H", "H", "H", "O", "N", "H", "C", "H", "N", "H", "H", "C", "H", "H", "H", "C", "H", "C", "N", "H", "N", "H", "C", "N", "C", "H", "H", "H", "C", "H", "C"], "coordinates": [[-2.9690, 1.2505, -0.7991], [-6.3790, 1.4338, 4.1589], [-0.2126, -0.0061, 0.0214], [-0.7187, -2.8662, -2.8995], [1.8686, -0.6178, -2.3540], [-1.6445, -3.1573, -3.4016], [4.3312, -1.1672, 2.3714], [1.0557, -0.4071, -1.2869], [-4.2513, -2.5392, -2.1585], [0.2248, 5.3469, -0.9536], [-0.8612, 2.5105, 2.1640], [-5.9190, -0.3572, -0.4732], [0.7540, 0.8600, 2.5266], [-1.8119, -0.8555, -4.3716], [-2.6513, 2.2580, 3.3146], [2.5384, -3.0531, 0.5461], [0.9274, -1.2446, 4.0087], [1.0767, -3.1017, 0.1029], [-1.6973, 0.6714, 1.7965], [1.0399, 4.0168, 0.9566], [0.7361, -4.1420, 0.1611], [-2.7133, -1.1064, 1.5813], [1.3273, 3.7451, 2.8836], [-0.6092, 1.6543, -1.1406], [-0.6347, -2.9233, 2.7089], [0.2442, -2.4024, 2.3219], [3.0468, -1.7179, 0.7905], [-2.5937, 3.2471, 3.7491], [-0.9913, -0.0583, -3.0319], [-0.3536, 0.0991, -4.6668], [4.0776, -0.5717, -3.3307], [-4.8258, 1.8100, 4.5067], [2.6970, 0.1103, 3.6379], [-0.9891, -2.4466, -1.9325], [3.1094, -3.5428, -0.2492], [3.6299, 1.1980, -1.6865], [3.2840, 3.3438, -1.7825], [-3.7127, 1.4080, 3.5951], [3.7404, -1.5667, -4.2249], [3.1651, -0.0536, -2.4150], [-5.7022, -0.5557, -2.2213], [2.4285, 2.9745, 1.9157], [2.4212, -1.9709, -4.2756], [1.8583, 2.3524, -2.1659], [4.0527, 0.3200, 0.2442], [2.1082, -2.6655, -5.0464], [3.5375, 1.1856, -0.1710], [1.0984, -0.0558, 2.2568], [2.7040, -3.6620, 1.4382], [1.0916, -3.0466, 2.5391], [4.4729, -1.9691, -4.9111], [2.4955, 1.1599, 0.1488], [-4.5422, -0.5193, 3.1446], [2.9379, 2.4285, -2.2746], [2.5020, -1.0395, 0.2762], [-0.7874, -2.4649, 0.5576], [-2.8741, 0.0224, -0.8413], [0.3455, 3.5104, -0.0832], [-0.0229, 2.2166, -0.0728], [-3.7299, 0.1704, 2.9639], [1.4510, 3.2211, 2.0258], [-0.8334, -0.5860, -3.9665], [-2.7141, -0.1520, 2.0909], [-3.4806, 2.5957, 5.8511], [0.1093, -2.3032, -4.7473], [2.9638, -2.1337, 2.8478], [-0.6787, 2.1924, -2.2095], [-4.4459, 2.5275, 5.5777], [4.0101, 2.0908, 0.2308], [1.4565, -1.4935, -3.3918], [-5.1341, 0.9246, -1.4189], [-3.9534, -0.7585, -1.0993], [-0.1231, -3.7684, -2.7516], [-5.1525, 2.8127, 6.2362], [0.0143, -1.8408, -3.7616], [4.6910, 1.2922, -1.9291], [-0.5795, -0.6834, 3.3251], [5.0805, -0.1610, -3.3438], [-5.2523, -0.1480, -1.3144], [3.1461, 2.5192, -3.3408], [3.2653, -1.3287, 2.1695], [0.1472, -2.2200, 0.8628], [1.4984, 4.9049, 0.8093], [-0.0234, 4.3742, -1.0220], [-4.5800, -2.6415, -0.4234], [-1.6820, 1.8522, 2.4119], [-1.6886, -0.6600, -0.5434], [-3.9155, -2.2042, -1.1744], [2.9980, 0.7908, 2.0438], [-2.9043, -2.5617, -1.0149], [1.0212, -2.7932, -0.9339], [2.5456, -0.0477, 2.5624], [-0.3871, 4.0070, -1.8899], [0.3994, -1.0704, 3.0648]], "forces_ev_per_a": [[0.05, -0.08, 0.02], [0.00, 0.00, 0.00], [-1.72, -1.52, -0.41], [0.06, 0.02, 0.06], [-0.13, -0.37, 0.02], [0.00, -0.01, 0.01], [0.01, 0.02, 0.01], [0.48, 0.59, -0.05], [0.01, -0.01, 0.00], [-0.02, 0.01, 0.03], [-0.04, -0.05, 0.02], [0.00, 0.00, 0.00], [-0.02, 0.01, 0.02], [0.01, 0.00, 0.00], [0.00, -0.02, -0.01], [-0.01, -0.01, 0.01], [0.01, -0.01, -0.01], [-0.07, -0.03, -0.01], [0.09, 0.01, -0.05], [0.07, -0.06, -0.08], [0.00, 0.00, -0.02], [-0.01, 0.00, 0.00], [0.01, -0.02, 0.00], [0.84, 0.35, 0.29], [-0.01, 0.02, -0.01], [0.00, -0.02, -0.01], [-0.10, -0.15, 0.00], [0.00, 0.00, 0.00], [-0.03, 0.01, 0.05], [0.00, 0.01, 0.01], [-0.01, 0.02, -0.03], [0.00, 0.00, -0.01], [0.00, -0.01, 0.01], [0.07, 0.00, 0.03], [-0.01, -0.01, 0.00], [0.01, 0.00, 0.04], [-0.02, -0.01, 0.00], [0.01, 0.00, 0.00], [0.02, 0.00, 0.00], [-0.01, -0.03, -0.01], [0.00, 0.01, 0.00], [0.05, -0.03, 0.02], [-0.02, 0.03, -0.02], [-0.16, -0.01, 0.04], [0.03, 0.12, -0.09], [0.00, 0.00, 0.00], [0.08, 0.13, -0.13], [0.06, 0.09, 0.09], [0.01, 0.00, 0.00], [-0.01, -0.02, 0.01], [0.00, 0.00, 0.00], [-0.02, 0.05, -0.01], [0.00, 0.00, 0.00], [0.05, 0.04, -0.01], [0.02, -0.06, 0.00], [0.02, -0.04, -0.01], [-0.30, -0.01, 0.07], [-0.21, 0.12, 0.01], [0.34, 0.48, -0.11], [0.00, -0.01, 0.00], [0.06, -0.06, -0.01], [-0.01, -0.05, 0.02], [0.01, -0.01, 0.01], [0.00, 0.00, 0.00], [0.00, -0.01, 0.01], [0.01, -0.01, -0.02], [-0.34, -0.06, -0.05], [0.00, 0.00, 0.01], [-0.03, 0.01, 0.02], [-0.03, 0.03, -0.03], [0.00, 0.00, 0.01], [0.08, -0.13, -0.06], [0.02, -0.01, 0.00], [0.00, 0.00, 0.00], [0.01, -0.03, -0.02], [0.00, 0.00, 0.02], [0.00, 0.00, 0.02], [0.00, 0.00, 0.00], [0.01, 0.01, -0.02], [0.00, 0.00, 0.00], [-0.03, 0.02, 0.03], [0.07, 0.10, 0.07], [-0.02, 0.01, 0.02], [0.18, 0.00, -0.08], [0.00, 0.00, 0.00], [-0.03, 0.05, -0.02], [0.84, 0.55, 0.21], [-0.02, 0.02, 0.03], [-0.04, 0.01, 0.09], [-0.02, -0.01, 0.01], [-0.05, 0.03, -0.10], [-0.04, 0.04, 0.10], [-0.06, -0.02, 0.01], [-0.01, 0.02, -0.02]]}

***

Record 5
{"formula": "C17H23F3KN5S", "method": "ωB97M-V/def2-TZVPD", "e_lumo_ev": -0.3, "total_energy_ev": -60766.3850, "relative_energy_ev": 0.5163, "gap_ev": 6.12, "elements": ["C", "H", "C", "N", "H", "C", "H", "H", "H", "C", "H", "N", "C", "H", "C", "H", "N", "H", "H", "N", "F", "C", "H", "H", "H", "F", "K", "H", "C", "H", "H", "H", "C", "H", "C", "C", "C", "C", "C", "C", "H", "H", "H", "H", "N", "S", "C", "F", "C", "H"], "coordinates": [[-4.2234, -1.9558, 0.8254], [-0.9996, 1.5396, 2.7145], [-5.0260, -1.2465, 1.6768], [-2.6982, -0.1038, 0.6533], [-4.4596, -2.9651, 0.5237], [2.0756, -2.4000, -0.1395], [2.5520, -0.0846, 3.0729], [3.7564, 1.3644, 1.3781], [2.0297, -3.4448, -0.4748], [2.4533, -0.7132, -1.8897], [0.8263, -1.9407, -1.6772], [1.5132, -1.4719, -1.0995], [1.3254, -2.2842, 1.1903], [3.9519, -0.2184, -0.4124], [2.4967, -0.2763, 1.9928], [1.8211, -2.9272, 1.9394], [1.2434, -0.8975, 1.6127], [3.7439, 0.9961, -1.6708], [-5.2741, 0.6611, 2.6691], [-0.3054, 2.5319, 1.0681], [-1.1673, 6.0216, 4.4856], [-0.8153, 3.6423, 3.1165], [0.3686, 3.6631, -0.4925], [3.3213, -0.9463, 1.7435], [3.2059, -1.3369, -2.4052], [-1.1182, 7.1132, 2.6299], [-0.3133, 0.0602, -0.1703], [2.1114, 1.9319, -0.4559], [-0.7225, 2.5093, 2.3267], [3.1279, -2.1633, 0.0202], [0.2927, 5.8245, 0.7800], [-1.1693, 3.5913, 4.1324], [-3.0508, -1.3576, 0.3148], [0.5583, -0.8063, 2.3512], [-4.6629, 0.0612, 2.0135], [-0.0002, 4.8918, 1.2320], [-3.5008, 0.5647, 1.4705], [-0.4435, 4.8565, 2.5525], [2.6992, 1.0658, 1.2664], [3.2027, 0.3033, -1.0113], [0.3069, -2.6478, 1.0444], [2.0818, 1.8226, 1.7503], [1.8863, -0.1746, -2.6531], [-5.9298, -1.6837, 2.0773], [2.2873, 0.9955, -0.1206], [-2.0578, -2.2224, -0.7532], [0.0392, 3.6966, 0.5378], [0.7161, 6.6118, 3.6321], [-0.5093, 6.1396, 3.3274], [-3.1871, 1.5778, 1.6970]], "forces_ev_per_a": [[-0.15, 0.12, 0.17], [-0.07, -0.10, 0.10], [0.06, 0.13, -0.01], [-0.63, 0.06, 0.34], [0.02, -0.02, -0.01], [-0.18, -0.13, 0.38], [0.09, -0.11, -0.11], [-0.13, 0.05, 0.07], [0.06, 0.12, 0.01], [0.37, 0.04, 0.04], [0.00, 0.01, -0.04], [0.26, -0.71, -0.69], [0.22, -0.39, 0.01], [0.06, 0.03, -0.02], [0.12, 0.36, -0.06], [-0.09, 0.02, -0.10], [0.04, -0.17, 0.94], [0.03, -0.11, 0.14], [-0.03, 0.09, 0.06], [-0.09, -0.04, 0.00], [-0.11, -0.26, 0.05], [0.12, 0.46, -0.11], [0.02, 0.11, -0.11], [0.03, -0.03, 0.08], [-0.11, 0.10, -0.06], [-0.07, -0.11, -0.19], [-0.36, 0.81, -0.66], [0.07, 0.05, -0.03], [0.03, 0.01, 0.03], [0.07, -0.06, -0.07], [0.03, 0.09, -0.14], [-0.04, -0.05, 0.11], [-0.05, -0.10, 0.01], [0.06, -0.11, 0.10], [-0.07, 0.08, 0.08], [-0.16, -0.06, 0.47], [-0.39, 0.20, 0.32], [0.01, -0.31, -0.28], [0.16, -0.14, 0.27], [-0.09, -0.22, -0.35], [-0.04, -0.04, 0.00], [0.04, 0.03, 0.03], [0.03, -0.01, -0.05], [-0.07, -0.04, 0.03], [0.25, 0.65, -0.18], [0.49, -1.00, -0.83], [0.10, 0.18, -0.03], [0.10, -0.22, -0.13], [0.08, 0.60, 0.33], [-0.08, 0.13, 0.07]]}

***

Number 1: largest force on an atom 0.0604 hartree/bohr. Number 2: largest force on an atom 0.1169 hartree/bohr. Number 3: largest force on an atom 0.0676 hartree/bohr. Number 4: largest force on an atom 0.0453 hartree/bohr. Number 5: largest force on an atom 0.0271 hartree/bohr.